Below is a molecular structure, C30H44FN4O6Si4Ti, with properties calculated with wB97M-V/def2-TZVPD.

Each line ends with the Mulliken spin population.
Atoms and positions in Å:
Ti: 0.64 0.24 0.42  0.885
C: -3.32 -0.06 1.57  0.006
Si: -2.66 0.24 -0.19  -0.032
C: -4.24 0.80 -1.08  0.000
C: -2.26 -1.42 -1.02  0.023
C: -1.18 1.39 -0.27  -0.007
Si: -1.15 2.17 -1.98  0.028
C: -2.50 3.48 -2.23  -0.002
C: -1.31 0.88 -3.34  0.004
C: 0.40 3.14 -2.46  -0.001
Si: -1.27 2.71 1.02  0.009
C: -0.25 4.27 0.75  0.003
C: -2.99 3.34 1.47  0.002
C: -0.52 1.99 2.63  0.034
C: -0.76 2.52 3.89  -0.001
C: -0.16 1.95 5.01  0.004
C: 0.67 0.86 4.85  0.000
C: 0.87 0.37 3.57  0.027
N: 0.29 0.92 2.50  -0.031
H: -3.52 -1.13 1.70  0.001
H: -4.27 0.46 1.70  0.000
H: -2.65 0.25 2.37  -0.002
H: -4.96 -0.01 -0.93  0.000
H: -4.13 0.95 -2.15  0.000
H: -4.67 1.70 -0.63  0.000
H: -2.70 -2.25 -0.47  0.001
H: -1.18 -1.63 -1.11  -0.001
H: -2.67 -1.44 -2.03  0.002
H: -3.51 3.18 -1.97  0.000
H: -2.50 3.77 -3.28  0.000
H: -2.26 4.38 -1.65  0.000
H: -2.28 0.40 -3.39  0.001
H: -0.55 0.10 -3.21  -0.003
H: -1.12 1.36 -4.31  0.000
H: 0.90 3.66 -1.64  0.000
H: 0.09 3.90 -3.19  0.000
H: 1.12 2.50 -2.96  0.001
H: -0.63 4.86 -0.08  0.000
H: 0.81 4.06 0.59  -0.001
H: -0.34 4.88 1.65  0.000
H: -3.52 3.62 0.56  0.000
H: -2.92 4.24 2.09  0.000
H: -3.59 2.60 2.00  0.000
H: -1.43 3.37 4.00  0.000
H: -0.35 2.36 6.00  0.000
H: 1.16 0.38 5.69  0.000
H: 1.51 -0.49 3.38  0.000
C: 3.86 -2.89 1.82  0.000
Si: 3.24 -1.96 0.30  -0.001
C: 3.64 -2.89 -1.29  0.000
C: 4.32 -0.43 0.26  0.004
N: 1.52 -1.63 0.49  0.045
C: 0.75 -2.75 0.82  0.021
C: 1.06 -4.11 0.64  -0.002
C: 0.20 -5.12 1.05  0.001
C: -1.02 -4.83 1.66  -0.001
C: -1.38 -3.50 1.83  0.000
C: -0.49 -2.55 1.40  -0.002
F: -0.83 -1.22 1.51  -0.007
H: 4.82 -3.36 1.62  0.000
H: 3.18 -3.66 2.18  0.000
H: 4.01 -2.18 2.64  0.000
H: 4.64 -2.62 -1.62  0.000
H: 2.94 -2.60 -2.07  0.000
H: 3.61 -3.97 -1.20  0.000
H: 5.33 -0.81 0.43  0.000
H: 4.11 0.30 1.04  -0.001
H: 4.33 0.05 -0.72  -0.002
H: 1.99 -4.39 0.16  0.000
H: 0.49 -6.15 0.88  0.000
H: -1.68 -5.62 1.97  0.000
H: -2.32 -3.21 2.28  0.000
O: 2.00 1.77 0.54  0.003
C: 2.31 1.60 -0.69  -0.006
O: 1.74 0.70 -1.35  0.000
C: 3.33 2.49 -1.31  -0.003
C: 3.88 3.52 -0.57  -0.001
C: 4.83 4.33 -1.17  0.000
C: 5.25 4.15 -2.47  0.001
C: 4.67 3.11 -3.17  0.001
C: 3.72 2.27 -2.63  0.000
N: 5.10 2.88 -4.57  0.000
O: 4.60 1.94 -5.16  0.000
O: 5.92 3.64 -5.03  0.000
N: 5.43 5.43 -0.39  0.000
O: 6.23 6.14 -0.95  0.000
O: 5.03 5.58 0.75  0.000
H: 3.59 3.69 0.46  0.001
H: 5.99 4.79 -2.92  0.000
H: 3.29 1.47 -3.21  0.001

Computed properties:
**<S²>**: 0.753
**Total charge**: 0
**2S+1**: 2
**Lowest unoccupied orbital energy (alpha / beta)**: -1.13 / -1.13 eV

=====

Below is a molecular structure, C29H32AuBrN3OSSi at a distorted geometry, with properties calculated with wB97M-V/def2-TZVPD.

Each line ends with the natural charge from an NBO analysis.
Atoms and positions in Å:
Au: 1.28 0.37 0.56  1.106
C: -0.45 1.26 1.17  -1.085
Si: -1.69 1.48 -0.21  1.661
C: -1.54 -0.01 -1.44  -0.679
N: -0.17 -0.41 -1.67  -0.395
C: 0.14 -1.83 -1.59  -0.232
C: 1.63 -2.10 -1.49  -0.434
C: 2.38 -1.36 -2.60  -0.403
C: 2.10 0.13 -2.47  -0.404
C: 0.60 0.39 -2.61  -0.238
C: -3.46 1.34 0.44  -0.519
C: -3.88 0.25 1.20  -0.134
C: -5.17 0.17 1.69  -0.230
C: -6.07 1.19 1.42  -0.188
C: -5.68 2.28 0.67  -0.192
C: -4.38 2.36 0.18  -0.190
C: -1.51 3.08 -1.17  -0.442
C: -1.05 4.22 -0.51  -0.222
C: -1.04 5.46 -1.14  -0.194
C: -1.47 5.58 -2.45  -0.190
C: -1.93 4.45 -3.12  -0.208
C: -1.95 3.22 -2.49  -0.213
H: -0.86 0.67 1.99  0.245
H: -0.20 2.24 1.58  0.243
H: -2.05 0.34 -2.34  0.229
H: -2.11 -0.84 -1.03  0.233
H: -0.26 -2.34 -2.49  0.192
H: -0.38 -2.24 -0.73  0.217
H: 1.79 -3.18 -1.55  0.223
H: 1.99 -1.74 -0.53  0.230
H: 2.05 -1.72 -3.58  0.210
H: 3.45 -1.55 -2.52  0.211
H: 2.63 0.70 -3.23  0.231
H: 2.42 0.48 -1.49  0.217
H: 0.29 0.15 -3.64  0.191
H: 0.38 1.44 -2.43  0.225
H: -3.18 -0.55 1.43  0.178
H: -5.47 -0.68 2.29  0.218
H: -7.09 1.13 1.80  0.224
H: -6.38 3.09 0.46  0.222
H: -4.08 3.22 -0.41  0.221
H: -0.72 4.15 0.52  0.205
H: -0.69 6.33 -0.60  0.222
H: -1.46 6.54 -2.94  0.225
H: -2.27 4.54 -4.15  0.224
H: -2.33 2.37 -3.04  0.206
O: 3.19 -0.36 -0.16  -0.655
N: 3.99 -0.85 0.78  0.012
C: 4.87 -1.80 0.42  0.037
C: 5.73 -2.37 1.33  -0.244
C: 5.67 -1.95 2.66  -0.142
C: 4.76 -0.97 3.01  -0.228
C: 3.92 -0.40 2.05  0.013
S: 2.81 0.85 2.47  -0.022
H: 4.83 -2.07 -0.63  0.244
H: 6.42 -3.12 1.01  0.251
H: 6.31 -2.39 3.40  0.244
H: 4.68 -0.61 4.03  0.251
Br: -1.03 -5.91 3.49  0.125
C: -0.34 -4.36 2.66  -0.057
C: -1.20 -3.46 2.04  -0.218
C: -0.64 -2.35 1.44  0.012
N: 0.67 -2.09 1.43  -0.500
C: 1.47 -2.97 2.03  0.059
C: 1.02 -4.12 2.66  -0.274
H: -2.27 -3.63 2.03  0.238
H: -1.27 -1.61 0.95  0.198
H: 2.53 -2.76 2.01  0.194
H: 1.71 -4.80 3.13  0.246

Computed properties:
**Total charge**: +1
**Lowest unoccupied orbital energy (alpha / beta)**: -5.08 / -5.08 eV

=====

Below is a molecular structure, C27H49CrF2NO2Si2 at a distorted geometry, with properties calculated with wB97M-V/def2-TZVPD.

Each line ends with the Mulliken spin population.
Atoms and positions in Å:
O: 1.25 2.95 -0.22  -0.136
O: -3.16 5.00 -3.53  0.000
C: 0.69 3.82 0.88  0.053
C: 1.78 4.72 1.42  0.039
H: 0.30 3.13 1.64  -0.026
H: -0.13 4.38 0.43  0.003
H: 2.59 4.13 1.86  -0.007
H: 1.35 5.37 2.19  0.001
H: 2.20 5.36 0.64  0.005
C: 1.11 3.55 -1.57  0.077
C: 0.83 5.04 -1.60  0.015
H: 0.28 3.01 -2.05  -0.012
H: 2.04 3.32 -2.08  -0.009
H: -0.22 5.25 -1.39  -0.001
H: 1.02 5.40 -2.62  0.000
H: 1.46 5.63 -0.93  0.000
C: -2.95 3.74 -4.15  0.000
C: -4.28 5.00 -2.64  0.000
C: -1.89 3.91 -5.23  0.000
H: -3.88 3.38 -4.61  0.000
H: -2.62 3.00 -3.41  0.000
H: -2.24 4.61 -6.00  0.000
H: -1.70 2.94 -5.70  0.000
H: -0.95 4.29 -4.82  0.000
C: -4.69 6.42 -2.32  0.000
H: -4.01 4.47 -1.71  0.000
H: -5.14 4.47 -3.09  0.000
H: -3.83 7.03 -2.04  0.000
H: -5.40 6.42 -1.51  0.000
H: -5.15 6.87 -3.19  0.000
H: -3.10 0.53 -1.05  -0.004
Cr: 1.38 1.11 0.27  3.964
C: -3.58 1.22 -0.39  -0.005
Si: -4.76 0.19 0.62  0.001
H: -2.78 1.75 0.16  0.016
H: -4.12 1.97 -1.00  0.002
C: -5.84 1.32 1.67  0.000
C: -3.76 -0.98 1.71  0.001
C: -5.65 -0.84 -0.69  0.000
C: 3.42 1.17 0.04  -0.071
Si: 3.62 0.54 -1.71  0.003
H: 3.92 0.46 0.74  0.021
H: 3.82 2.20 0.21  0.013
C: 4.92 1.51 -2.65  0.000
C: 2.05 0.74 -2.70  0.005
C: 4.03 -1.28 -1.66  0.007
H: -5.90 -0.25 -1.59  0.000
H: -6.59 -1.29 -0.34  0.000
H: -5.00 -1.66 -1.03  0.000
H: -5.26 1.75 2.51  0.000
H: -6.71 0.81 2.10  0.000
H: -6.21 2.17 1.08  0.000
H: -3.15 -0.43 2.45  0.000
H: -3.06 -1.59 1.11  0.000
H: -4.41 -1.67 2.27  0.000
H: 2.19 1.54 -3.44  -0.001
H: 1.12 0.95 -2.15  0.053
H: 1.90 -0.20 -3.23  0.002
H: 4.49 -1.57 -2.62  0.000
H: 3.13 -1.89 -1.52  -0.004
H: 4.73 -1.53 -0.86  0.000
H: 5.39 0.85 -3.40  0.000
H: 5.70 1.91 -2.00  -0.001
H: 4.45 2.35 -3.18  0.000
F: -1.24 -2.76 -2.87  0.001
C: -0.58 -2.46 -1.70  -0.003
C: -0.19 -1.12 -1.50  -0.189
C: 0.47 -0.78 -0.33  0.245
C: 0.62 -1.74 0.66  -0.208
C: 0.27 -3.09 0.37  0.024
F: 0.57 -4.09 1.26  0.001
C: -0.34 -3.47 -0.80  0.013
C: 0.93 -1.24 1.99  0.067
C: 0.73 -1.97 3.15  -0.012
C: 0.72 -1.34 4.38  0.030
C: 0.96 0.04 4.42  -0.009
C: 1.26 0.72 3.24  0.085
N: 1.17 0.10 2.04  -0.027
H: -0.40 -0.39 -2.28  -0.011
H: -0.64 -4.51 -1.00  0.001
H: 0.53 -3.03 3.06  -0.002
H: 0.50 -1.90 5.30  0.003
H: 0.94 0.60 5.35  0.000
H: 1.53 1.78 3.24  -0.015

Computed properties:
**<S²>**: 6.040
**Total charge**: 0
**2S+1**: 5
**Lowest unoccupied orbital energy (alpha / beta)**: 0.27 / 0.13 eV

=====

Below is a molecular structure, C37H43NiO2Si at a distorted geometry, with properties calculated with wB97M-V/def2-TZVPD.

Each line ends with the Mulliken spin population.
Atoms and positions in Å:
O: -0.16 -0.24 -2.83  -0.004
C: 0.97 -0.50 -3.72  0.001
C: 0.41 0.46 -4.76  -0.001
H: 0.98 -1.54 -4.05  0.000
H: 1.92 -0.19 -3.27  0.001
C: -0.74 0.70 -3.77  0.000
H: 0.04 -0.06 -5.63  0.000
H: 1.04 1.32 -5.01  0.000
C: -2.10 0.22 -4.20  -0.001
H: -2.06 -0.83 -4.53  0.000
H: -2.47 0.85 -5.02  0.000
H: -2.80 0.29 -3.36  0.001
C: -0.76 2.12 -3.27  0.002
H: 0.27 2.50 -3.20  0.000
H: -1.25 2.20 -2.30  0.001
H: -1.31 2.73 -4.00  0.000
Ni: 0.39 -0.56 1.12  1.050
C: 1.04 1.38 1.70  0.085
C: 2.04 0.35 1.43  -0.045
C: 2.17 0.28 -0.01  0.089
H: 2.70 -0.10 2.16  -0.007
C: 1.43 1.35 -0.57  0.049
C: 0.72 2.01 0.46  0.060
H: 0.09 2.89 0.33  0.015
H: 0.74 1.70 2.70  0.005
H: 2.89 -0.35 -0.53  0.027
H: 1.50 1.69 -1.60  -0.001
C: -1.48 -0.56 1.72  -0.139
C: -2.03 0.65 1.17  0.267
C: -2.23 0.46 -0.21  -0.035
H: -2.31 1.53 1.75  0.004
C: -1.78 -0.83 -0.57  0.238
C: -1.26 -1.49 0.60  -0.060
H: -1.09 -2.56 0.67  0.005
H: -1.50 -0.83 2.78  0.030
H: -2.73 1.15 -0.88  -0.011
H: -1.90 -1.29 -1.54  0.005
O: 0.67 -1.24 -6.88  0.000
C: 0.12 -0.36 -7.90  0.000
C: 0.45 -0.90 -9.30  0.000
H: 0.53 0.66 -7.77  0.000
H: -0.97 -0.30 -7.74  0.000
C: 1.50 -2.01 -9.04  0.000
H: 0.84 -0.10 -9.94  0.000
H: -0.46 -1.31 -9.74  0.000
C: 1.38 -2.32 -7.54  0.000
H: 2.50 -1.63 -9.25  0.000
H: 1.31 -2.90 -9.65  0.000
H: 2.36 -2.43 -7.05  0.000
H: 0.80 -3.25 -7.38  0.000
C: 0.98 -0.08 6.71  0.022
C: 2.13 -0.11 5.92  -0.013
C: 2.14 -0.80 4.70  0.023
C: 0.99 -1.46 4.25  -0.013
C: -0.16 -1.45 5.06  0.019
C: -0.17 -0.75 6.28  -0.013
Si: 0.96 -2.27 2.53  0.218
C: 2.74 -2.85 2.30  0.036
C: 3.41 -2.75 1.07  0.020
C: 4.76 -3.14 0.98  0.003
C: 5.41 -3.70 2.09  -0.002
C: 4.71 -3.87 3.29  0.004
C: 3.39 -3.44 3.40  -0.002
C: -0.04 -3.87 2.66  -0.027
C: 0.58 -5.11 2.38  0.025
C: -0.08 -6.31 2.67  -0.012
C: -1.38 -6.30 3.19  0.024
C: -2.03 -5.08 3.37  -0.010
C: -1.38 -3.88 3.08  0.046
H: 0.97 0.46 7.66  0.003
H: 3.04 0.41 6.25  0.000
H: 3.06 -0.83 4.12  0.007
H: -1.06 -1.99 4.76  0.004
H: -1.08 -0.73 6.88  -0.001
H: 2.90 -2.39 0.18  0.003
H: 5.30 -3.00 0.04  0.000
H: 6.45 -4.01 2.01  0.000
H: 5.20 -4.33 4.15  0.000
H: 2.86 -3.57 4.35  0.000
H: 1.58 -5.13 1.95  0.005
H: 0.43 -7.26 2.48  0.000
H: -1.88 -7.24 3.43  0.003
H: -3.06 -5.06 3.74  0.000
H: -1.93 -2.94 3.20  -0.004

Computed properties:
**<S²>**: 2.053
**Total charge**: -1
**2S+1**: 3
**Lowest unoccupied orbital energy (alpha / beta)**: 2.18 / 2.18 eV

=====

Below is a molecular structure, C27H41B2F4N10O6Ti at a distorted geometry, with properties calculated with wB97M-V/def2-TZVPD.

Each line ends with the Löwdin charge.
Atoms and positions in Å:
Ti: 0.48 -0.33 0.08  1.256
C: 1.75 -4.31 -1.53  0.028
C: 1.45 -2.89 -1.22  -0.228
N: 0.86 -2.49 -0.15  0.003
O: 0.44 -3.47 0.67  0.065
B: 0.20 -3.14 2.13  -1.076
F: 1.40 -2.85 2.76  0.157
F: -0.43 -4.24 2.64  0.201
O: -0.71 -1.93 2.26  0.045
N: -1.04 -1.31 1.11  -0.050
C: -2.05 -1.74 0.45  -0.217
C: -2.96 -2.82 0.89  0.046
C: -2.21 -1.05 -0.87  -0.210
N: -1.21 -0.31 -1.16  -0.009
O: -1.28 0.47 -2.25  0.080
B: -0.21 0.25 -3.31  -1.064
F: -0.34 1.24 -4.22  0.228
F: -0.39 -1.05 -3.80  0.160
O: 1.18 0.35 -2.71  0.057
N: 1.32 -0.64 -1.80  -0.035
C: 1.70 -1.80 -2.20  -0.203
C: 2.25 -2.09 -3.55  0.032
C: -3.40 -1.25 -1.73  0.038
H: 1.78 -4.90 -0.62  0.099
H: 2.70 -4.39 -2.07  0.093
H: 0.97 -4.72 -2.18  0.117
H: -2.83 -3.01 1.95  0.104
H: -2.71 -3.73 0.34  0.122
H: -3.99 -2.56 0.66  0.101
H: 2.33 -1.19 -4.14  0.104
H: 1.60 -2.80 -4.06  0.115
H: 3.23 -2.56 -3.44  0.104
H: -3.65 -2.31 -1.78  0.104
H: -3.22 -0.85 -2.72  0.102
H: -4.26 -0.73 -1.29  0.107
C: 3.78 -0.56 4.16  -0.011
N: 3.85 -0.15 2.76  -0.062
C: 5.14 -0.02 2.10  -0.105
C: 4.74 -0.02 0.62  -0.109
N: 3.48 -0.80 0.59  -0.080
C: 3.83 -2.24 0.70  -0.022
C: 2.89 -0.38 1.83  -0.363
N: 1.63 -0.14 1.88  0.035
C: 1.04 0.46 3.08  -0.150
C: 0.39 1.79 2.72  -0.229
N: -0.88 1.57 2.08  0.094
C: -1.64 2.58 1.84  -0.369
N: -1.38 3.93 1.81  -0.084
C: -0.15 4.63 2.09  -0.031
C: -2.58 4.70 1.54  -0.114
C: -3.51 3.64 0.94  -0.124
N: -2.98 2.43 1.53  -0.097
C: -3.53 1.16 1.17  -0.037
H: 4.56 -1.31 4.34  0.101
H: 2.82 -1.02 4.37  0.091
H: 3.94 0.28 4.83  0.099
H: 5.80 -0.86 2.38  0.118
H: 5.64 0.91 2.39  0.132
H: 5.48 -0.48 -0.03  0.133
H: 4.54 0.99 0.28  0.109
H: 4.05 -2.61 -0.30  0.096
H: 3.02 -2.80 1.14  0.081
H: 4.72 -2.39 1.32  0.098
H: 1.81 0.65 3.82  0.100
H: 0.30 -0.23 3.50  0.123
H: 1.11 2.32 2.09  0.099
H: 0.30 2.35 3.66  0.128
H: 0.70 4.18 1.59  0.072
H: 0.07 4.72 3.16  0.092
H: -0.24 5.64 1.69  0.094
H: -2.36 5.50 0.83  0.124
H: -3.01 5.14 2.45  0.127
H: -3.44 3.62 -0.16  0.124
H: -4.55 3.79 1.22  0.125
H: -3.33 0.92 0.11  0.079
H: -3.09 0.40 1.81  0.083
H: -4.61 1.18 1.32  0.100
O: -0.77 2.99 -0.73  0.156
C: 0.36 2.61 -0.78  -0.437
O: 0.71 1.42 -0.16  -0.179
C: 1.49 3.31 -1.41  -0.133
C: 2.78 2.78 -1.41  -0.022
C: 3.81 3.48 -2.02  -0.061
C: 3.56 4.70 -2.63  -0.062
C: 2.27 5.23 -2.63  -0.055
C: 1.24 4.54 -2.03  0.005
H: 2.95 1.82 -0.96  0.088
H: 4.81 3.07 -2.03  0.106
H: 4.36 5.24 -3.10  0.110
H: 2.08 6.17 -3.12  0.111
H: 0.23 4.92 -2.03  0.126

Computed properties:
**Total charge**: +1
**Lowest unoccupied orbital energy**: -4.70 eV

=====

Below is C2H4N4O in the gas phase at a distorted geometry, with properties calculated with wB97M-V/def2-TZVPD.

Each line ends with the natural charge from an NBO analysis.
Atoms and positions in Å:
N: -2.25 -0.36 0.00  -0.723
N: -1.49 0.81 0.03  -0.230
C: -0.23 0.44 -0.12  0.335
C: 0.87 1.17 -0.06  -0.043
N: 1.87 0.40 0.04  -0.232
N: 1.45 -0.97 0.21  -0.162
O: 0.13 -0.92 -0.14  -0.378
H: -1.65 -1.35 -0.11  0.391
H: -3.35 -0.58 0.55  0.405
H: 1.01 2.30 0.18  0.252
H: 1.98 -1.85 -0.33  0.386

Computed properties:
**Total charge**: 0
**SMILES**: N/N=c1/cn[nH]o1
**Lowest unoccupied orbital energy**: 0.54 eV

=====

Calculated energy above the lowest of the compared OMol25 structures with the same formula, charge and spin, 0.000; 2.030; 0.000; 0.081; 1.210; 6.991 eV (same order as the records).
Calculated calculated total energy, -3947.4378; -4760.8665; -3086.5452; -3383.8488; -3351.2137; -372.6434 a.u. (same order as the records).